Molecular formula: C18H24F6N9O4S2Zn
Method: DFT, wB97M-V/def2-TZVPD

Geometry as XYZ:
```
64
Properties=species:S:1:pos:R:3:lowdin_charge:R:1
Zn 0.3657 2.3149 2.9490 0.992
C -2.0119 2.7364 -0.5069 -0.641
F -1.5295 3.9167 0.0391 0.092
F -3.3089 2.7372 -0.2455 0.156
F -1.9017 2.7012 -1.8092 0.165
S -1.1165 1.2727 0.2528 0.726
O -2.0793 0.7896 1.2119 -0.305
O -0.7241 0.2879 -0.8335 -0.276
N 0.2345 2.0433 1.0491 -0.423
S 1.2708 2.1676 -0.1262 0.598
O 0.7852 2.6142 -1.3848 -0.222
O 2.3586 3.0064 0.4565 -0.328
C 2.0844 0.3878 -0.4028 -0.583
F 1.4322 -0.6244 0.1839 0.060
F 2.2060 0.0635 -1.7124 0.120
F 3.3108 0.3864 0.1106 0.130
C 0.2950 -5.4917 0.5871 -0.050
C 0.9102 -4.2655 0.1466 -0.281
N 1.3368 -3.2672 -0.1831 0.183
H 1.0466 -6.2797 0.5389 0.096
H -0.6403 -5.6467 0.0493 0.086
H -0.0693 -5.3497 1.6045 0.079
C -4.0685 -0.2111 -1.2076 -0.080
C -5.4930 -0.2228 -1.4054 -0.271
N -6.6459 -0.2831 -1.6510 0.125
H -3.6929 0.2674 -0.3031 0.040
H -3.6616 0.3528 -2.0469 0.082
H -3.7964 -1.2659 -1.2467 0.075
C 2.3181 -2.0298 3.3035 -0.013
C 1.5615 -0.8050 3.0688 -0.150
N 0.9317 0.1777 2.9780 0.141
H 2.7910 -2.5838 2.4926 0.095
H 1.6559 -2.6874 3.8666 0.102
H 3.1622 -1.9222 3.9847 0.100
C 4.1714 -3.0647 -1.6603 -0.090
C 4.3617 -3.4457 -3.0738 -0.259
N 4.3923 -3.6763 -4.2124 0.126
H 5.1575 -3.0293 -1.1973 0.078
H 3.7222 -3.8556 -1.0596 0.049
H 3.4702 -2.2463 -1.4971 0.041
C -1.4214 -2.4632 1.6429 -0.059
C -1.8567 -3.0300 0.3367 -0.268
N -2.0276 -3.4355 -0.7127 0.176
H -2.2481 -1.9381 2.1215 0.080
H -0.6174 -1.7281 1.6061 0.034
H -1.1074 -3.2874 2.2834 0.069
C 4.8463 2.9079 2.8781 0.012
C 3.4279 2.7815 3.2532 -0.143
N 2.3437 2.5443 3.5569 0.129
H 4.9732 3.3453 1.8878 0.107
H 5.2223 1.8959 2.7278 0.105
H 5.3207 3.4879 3.6696 0.107
C 1.1211 -0.1728 -4.5324 -0.060
C -0.1338 0.3975 -4.1290 -0.261
N -1.1536 0.8134 -3.7838 0.157
H 0.9716 -1.2518 -4.5714 0.094
H 1.9311 -0.0374 -3.8156 0.060
H 1.4276 0.1662 -5.5219 0.094
C -5.8405 5.1181 0.3254 -0.074
C -6.1202 6.2499 -0.5813 -0.272
N -6.3627 7.1569 -1.2722 0.124
H -6.7115 4.9151 0.9486 0.084
H -4.9360 5.3310 0.8952 0.073
H -5.6415 4.2632 -0.3209 0.067
```

Values from the calculation:
relative energy (zero: lowest compared OMol25 entry of this formula, charge and spin) = 174.8 kJ/mol
charge = +1
Kohn-Sham gap = 6.26 eV
HOMO = -12.734 eV